Record 1
Below is a 2-piece molecular cluster, CH6OS overall in a non-equilibrium geometry, with properties calculated with the ωB97M-V functional and the def2-TZVPD basis.

The geometry in XYZ format:
```
9
Properties=species:S:1:pos:R:3
O -1.422 1.383 -0.301
H -2.298 1.508 -0.671
H -1.158 -1.924 0.165
H -1.307 0.428 -0.182
C 1.338 -0.142 0.195
S 0.138 -1.564 0.149
H 1.436 0.168 1.233
H 1.001 0.696 -0.411
H 2.272 -0.554 -0.177
```

Output
HOMO energy: -9.20 eV
Strongest force on any atom: 0.079 Eh/bohr
Frontier orbital gap: 9.3 eV
SMILES: CS.O

Listed below, in e, are the Mulliken charges computed for each atom: O -0.567; H 0.298; H 0.144; H 0.236; C -0.639; S -0.337; H 0.279; H 0.326; H 0.260



Record 2
Below is an isolated ion of composition H3NOP and charge -1 in a non-equilibrium geometry, with properties calculated with the ωB97M-V functional and the def2-TZVPD basis.

The geometry in XYZ format:
```
6
Properties=species:S:1:pos:R:3
N 1.141 0.398 -0.461
O -0.069 -0.372 -0.864
P -0.455 -0.306 0.660
H 1.940 -0.241 -0.587
H -1.982 -0.463 0.523
H -0.576 0.984 0.728
```

Output
HOMO energy: -2.18 eV
Net charge: -1
Strongest force on any atom: 0.071 Eh/bohr
Frontier orbital gap: 7.4 eV

Listed below, in e, are the Mulliken charges computed for each atom: N -0.598; O -0.319; P -0.057; H 0.105; H -0.083; H -0.049



Record 3
Below is a 2-piece molecular cluster, C3H12NOSi overall in a non-equilibrium geometry, with properties calculated with the ωB97M-V functional and the def2-TZVPD basis.

The geometry in XYZ format:
```
18
Properties=species:S:1:pos:R:3
C 1.991 0.424 -2.450
C -1.335 1.277 -0.991
C -0.160 -0.609 1.593
N -0.409 -2.028 1.993
O 0.997 -0.408 -1.914
Si -0.367 -0.328 -1.110
H 1.872 1.458 -2.131
H 1.935 0.368 -3.537
H 2.964 0.052 -2.124
H -1.630 1.633 -1.977
H -2.241 1.155 -0.405
H -0.749 2.064 -0.519
H 0.864 -0.351 1.830
H -0.847 0.046 2.111
H -1.409 -2.241 1.903
H 0.120 -2.653 1.374
H -0.126 -2.217 2.968
H -0.890 -1.661 -1.326
```

Output
HOMO energy: -12.82 eV
Net charge: +1
Strongest force on any atom: 0.053 Eh/bohr
Frontier orbital gap: 9.6 eV

Listed below, in e, are the Mulliken charges computed for each atom: C -0.527; C -1.011; C -1.069; N -0.299; O -0.153; Si 0.521; H 0.307; H 0.256; H 0.238; H 0.352; H 0.349; H 0.347; H 0.357; H 0.369; H 0.354; H 0.340; H 0.350; H -0.080



Record 4
Below is an isolated ion of composition C8H9F3N3S and charge +1 in a non-equilibrium geometry, with properties calculated with the ωB97M-V functional and the def2-TZVPD basis.

The geometry in XYZ format:
```
24
Properties=species:S:1:pos:R:3
C 0.081 -0.654 1.277
C -3.041 -0.046 -0.105
C -0.892 1.072 0.204
C 1.019 0.395 1.028
C 1.972 -1.226 -0.831
C 3.099 1.216 -0.357
C 2.366 -0.127 0.216
C -4.426 -0.229 -0.538
N -2.237 -0.856 0.470
N 0.334 1.448 0.363
N -1.019 -0.287 0.664
F -4.538 -1.211 -1.431
F -5.276 -0.484 0.444
F -4.891 0.882 -1.147
S -2.416 1.595 -0.386
H 0.163 -1.641 1.609
H 1.541 0.820 1.992
H 1.089 -0.907 -1.347
H 1.725 -1.975 -0.152
H 2.815 -1.405 -1.472
H 2.173 1.700 -0.568
H 3.528 0.775 -1.253
H 3.775 1.658 0.338
H 3.056 -0.514 0.980
```

Output
HOMO energy: -14.42 eV
Net charge: +1
Strongest force on any atom: 0.085 Eh/bohr
Frontier orbital gap: 8.5 eV
SMILES: CC(C)[C@@H]1C=[n+]2nc(C(F)(F)F)sc2=N1

Listed below, in e, are the Mulliken charges computed for each atom: C -0.411; C 0.141; C 0.187; C 0.417; C -1.275; C -1.063; C -0.066; C 0.999; N -1.198; N -0.589; N 1.027; F -0.217; F -0.212; F -0.262; S -0.042; H 0.579; H 0.384; H 0.301; H 0.394; H 0.432; H 0.368; H 0.357; H 0.353; H 0.396



Record 5
Below is a 7-piece molecular cluster, C22H44Cl4O12 overall in a non-equilibrium geometry, with properties calculated with the ωB97M-V functional and the def2-TZVPD basis.

The geometry in XYZ format:
```
82
Properties=species:S:1:pos:R:3
C -0.864 -0.525 -0.188
Cl -1.207 0.828 -1.363
Cl -0.622 -2.074 -0.976
H 0.006 -0.355 0.446
H -1.766 -0.649 0.410
C 0.558 2.438 -4.336
Cl 0.458 1.732 -5.936
Cl 1.927 1.816 -3.387
H 0.782 3.470 -4.604
H -0.333 2.266 -3.731
C 2.319 -0.836 -5.472
C 3.179 -1.095 -4.276
O 2.552 -2.216 -3.632
C 2.831 -2.545 -2.370
O 3.862 -2.195 -1.792
O 1.862 -3.406 -1.934
C 2.082 -4.025 -0.581
H 2.715 -0.040 -6.103
H 1.246 -0.657 -5.406
H 2.466 -1.722 -6.091
H 3.224 -0.122 -3.786
H 4.203 -1.337 -4.559
H 1.975 -5.094 -0.762
H 1.474 -3.481 0.142
H 3.082 -3.855 -0.183
C -2.799 -0.235 -4.735
C -3.512 0.244 -3.476
O -4.932 0.328 -3.854
C -5.709 1.256 -3.276
O -5.535 1.861 -2.252
O -6.754 1.274 -4.087
C -8.036 1.906 -3.810
H -3.096 0.282 -5.648
H -3.170 -1.243 -4.920
H -1.726 -0.160 -4.558
H -3.222 1.290 -3.380
H -3.411 -0.310 -2.543
H -7.801 2.966 -3.713
H -8.520 1.561 -2.897
H -8.693 1.706 -4.657
O -1.741 -2.986 2.282
C -2.522 -3.124 3.233
O -2.564 -4.112 4.154
C -1.722 -5.282 4.176
C -0.300 -5.128 4.824
C -3.649 -2.144 3.470
H -1.531 -5.553 3.138
H -2.323 -6.106 4.562
H 0.225 -6.050 4.577
H -0.454 -5.156 5.903
H 0.273 -4.212 4.676
H -4.591 -2.684 3.372
H -3.610 -1.282 2.805
H -3.686 -1.661 4.447
O 2.371 0.883 1.397
C 3.409 1.448 1.757
O 4.701 1.063 1.521
C 4.817 -0.129 0.747
C 6.062 -1.081 1.157
C 3.265 2.762 2.514
H 4.944 0.151 -0.298
H 3.943 -0.769 0.629
H 7.059 -0.642 1.196
H 6.083 -1.848 0.382
H 5.829 -1.641 2.062
H 3.906 2.873 3.388
H 2.220 2.748 2.825
H 3.489 3.535 1.778
O -0.978 4.791 2.605
C -0.531 3.723 3.012
O 0.187 3.613 4.174
C 0.525 4.732 4.979
C 1.912 5.286 4.516
C -0.771 2.422 2.215
H 0.511 4.472 6.038
H -0.211 5.524 4.842
H 2.860 4.775 4.679
H 2.057 6.185 5.115
H 1.875 5.447 3.439
H -1.804 2.086 2.316
H -0.164 1.562 2.499
H -0.466 2.462 1.169
```

Output
HOMO energy: -10.28 eV
Strongest force on any atom: 0.062 Eh/bohr
Frontier orbital gap: 10.8 eV
SMILES: CCOC(=O)OC.CCOC(=O)OC.CCOC(C)=O.CCOC(C)=O.CCOC(C)=O.ClCCl.ClCCl

Listed below, in e, are the Mulliken charges computed for each atom: C -0.043; Cl -0.100; Cl -0.182; H 0.176; H 0.209; C -0.011; Cl -0.163; Cl -0.101; H 0.360; H -0.065; C -1.234; C 0.207; O -0.277; C 0.854; O -0.619; O -0.329; C -0.700; H 0.415; H 0.158; H 0.384; H -0.031; H 0.263; H 0.274; H 0.293; H 0.291; C -0.936; C -0.077; O -0.297; C 0.652; O -0.568; O -0.326; C -0.615; H 0.317; H 0.351; H 0.118; H 0.301; H 0.274; H 0.291; H 0.292; H 0.218; O -0.489; C 0.756; O -0.335; C -0.290; C -1.018; C -1.079; H 0.275; H 0.342; H 0.335; H 0.301; H 0.307; H 0.297; H 0.261; H 0.337; O -0.539; C 0.546; O -0.346; C -0.137; C -1.150; C -0.673; H 0.276; H 0.260; H 0.315; H 0.327; H 0.337; H 0.364; H 0.051; H 0.313; O -0.581; C 0.582; O -0.341; C -0.271; C -0.991; C -0.844; H 0.341; H 0.316; H 0.223; H 0.365; H 0.295; H 0.404; H 0.281; H 0.253



Record 6
Below is C4H5CrLiO7 as an isolated structure in a non-equilibrium geometry, with properties calculated with the ωB97M-V functional and the def2-TZVPD basis.

The geometry in XYZ format:
```
18
Properties=species:S:1:pos:R:3
O 4.055 0.669 2.169
C 3.094 0.778 1.344
O 3.134 1.707 0.477
O 2.140 -0.108 1.376
C 1.123 -0.066 0.355
O -0.963 -1.002 -0.215
C -3.397 -0.260 -1.560
C 0.098 -1.159 0.632
O -3.037 -1.168 -2.368
O -2.771 0.846 -1.598
Cr 4.676 2.323 1.362
Li -1.201 -0.382 -2.028
H 1.601 -0.225 -0.622
H 0.646 0.925 0.353
H 0.623 -2.137 0.557
H -0.224 -1.078 1.694
O -4.705 -0.262 -1.161
H -4.893 0.597 -0.766
```

Output
HOMO energy (alpha / beta): -6.60 / -6.62 eV
Strongest force on any atom: 0.103 Eh/bohr
Frontier orbital gap (alpha / beta): 2.7 / 2.6 eV
2S+1: 5

Listed below, in e, are the Mulliken charges computed for each atom: O -0.659; C 0.967; O -0.646; O -0.116; C -0.276; O -0.720; C 0.772; C -0.696; O -0.750; O -0.770; Cr 1.169; Li 0.803; H 0.269; H 0.320; H 0.237; H 0.252; O -0.462; H 0.307



Record 7
Below is an isolated ion of composition C5H6N3O4S and charge -1 in a non-equilibrium geometry, with properties calculated with the ωB97M-V functional and the def2-TZVPD basis.

The geometry in XYZ format:
```
19
Properties=species:S:1:pos:R:3
C -0.836 0.973 0.590
C 1.443 0.702 -0.086
C 0.815 1.873 -0.660
C -1.902 -0.964 -0.456
C -0.602 -1.124 1.711
N -0.431 1.588 -0.495
N -1.118 -0.407 0.538
N 1.315 2.991 -1.028
O 1.058 -2.020 -0.336
O -2.287 -2.125 -0.360
O 2.480 0.029 -0.959
O 0.557 -0.724 -2.341
S 0.979 -0.672 -0.962
H -0.343 1.328 1.495
H -1.461 -1.631 2.101
H 0.168 -1.809 1.263
H 0.030 -0.483 2.393
H 2.256 2.884 -1.165
H -2.122 -0.407 -1.243
```

Output
HOMO energy (alpha / beta): -4.63 / -4.63 eV
Net charge: -1
Strongest force on any atom: 0.137 Eh/bohr
Frontier orbital gap (alpha / beta): 7.8 / 7.8 eV
SMILES: [H]/N=C(/N=C/N(C)C=O)C1=[S@@](=O)([O-])O1

Listed below, in e, are the Mulliken charges computed for each atom: C -0.250; C -0.165; C 0.644; C -0.011; C -0.781; N -0.529; N -0.120; N -0.953; O -0.735; O -0.599; O -0.420; O -0.631; S 1.211; H 0.560; H 0.392; H 0.285; H 0.298; H 0.219; H 0.584



Record 8
Below is C4H11O2Sc as an isolated structure in a non-equilibrium geometry, with properties calculated with the ωB97M-V functional and the def2-TZVPD basis.

The geometry in XYZ format:
```
18
Properties=species:S:1:pos:R:3
C -1.138 2.835 -1.862
H -2.234 2.756 -1.862
H -0.937 3.526 -1.031
H -0.632 3.288 -2.727
Sc 1.213 1.094 -0.015
O 0.321 -0.073 -1.360
H -0.855 1.677 -1.983
C 1.098 -0.969 2.522
O 0.641 -0.614 1.231
C 0.302 -1.722 0.394
C -0.385 -1.153 -0.839
H 1.330 -0.042 3.059
H 0.312 -1.518 3.061
H 2.003 -1.593 2.456
H -0.365 -2.406 0.944
H 1.225 -2.264 0.131
H -1.410 -0.846 -0.548
H -0.488 -1.977 -1.571
```

Output
HOMO energy (alpha / beta): -11.55 / -13.68 eV
Net charge: +1
Strongest force on any atom: 0.056 Eh/bohr
Frontier orbital gap (alpha / beta): 6.9 / 8.7 eV
2S+1: 2

Listed below, in e, are the Mulliken charges computed for each atom: C -0.989; H 0.280; H 0.255; H 0.339; Sc 1.047; O -0.607; H 0.159; C -0.698; O -0.194; C -0.468; C -0.320; H 0.279; H 0.281; H 0.343; H 0.380; H 0.320; H 0.275; H 0.317